# 1
The following is a DFT calculation (ωB97M-V/def2-TZVPD) of a structure of composition C47H41F9GeO7P2PdSSb.

Each line ends with the Mulliken charge.
Atoms and positions in Å:
Sb 1.28 -1.63 5.45  1.654
Pd 0.56 -0.44 -0.02  0.799
Ge -3.61 -1.59 -2.74  1.320
S 1.38 -3.45 -0.90  1.106
P 3.19 0.25 1.47  2.602
P 0.75 1.90 1.79  1.200
F 2.83 -5.34 0.14  -0.240
F 1.78 0.51 5.64  -0.775
F 0.24 -0.15 2.04  -0.827
F 2.97 -3.45 1.19  -0.122
F 1.20 -4.68 1.40  -0.216
F 1.62 -1.48 7.34  -0.570
F 2.54 -3.14 5.50  -0.626
F -0.32 -2.67 6.01  -0.633
F 2.85 -1.03 2.57  -0.572
O 0.61 -4.49 -1.53  -0.614
O -1.37 1.48 -1.71  -0.635
O 2.45 -2.87 -1.65  -0.643
O 0.59 1.50 0.30  -0.123
O 2.51 -0.53 0.29  -0.488
O -1.39 -0.38 -0.43  -0.583
O 0.46 -2.46 -0.25  -0.279
C 1.10 3.69 1.52  0.681
C 4.94 -0.09 1.88  0.307
C -0.84 -2.25 -3.54  -0.401
C 0.39 -1.98 -4.14  -0.469
C -4.17 -4.57 0.91  -0.523
C 1.66 6.40 1.17  -0.486
C -6.34 -1.50 -6.00  -0.650
C -0.50 0.09 -4.99  -0.599
C 1.35 5.61 0.08  -0.662
C -5.39 -1.17 -5.04  -0.282
C -3.45 0.68 -0.83  -1.193
C 4.51 3.94 -1.20  -0.546
C 4.49 2.77 0.89  -0.627
C 1.06 4.26 0.25  -0.264
C 5.42 0.09 3.17  -0.543
C 3.72 1.73 0.36  0.597
C -3.08 2.52 2.87  -0.861
C 3.77 2.91 -1.76  -0.440
C 2.14 -4.26 0.56  0.352
C 2.27 1.37 2.62  -1.320
C -1.94 0.64 -1.03  0.748
C 4.87 3.86 0.13  -0.673
C -6.47 -3.71 -5.08  -0.634
C -6.89 -2.77 -6.02  -0.428
C -1.90 -1.36 -3.64  0.587
C 0.56 -0.80 -4.86  -0.596
C -0.73 2.05 2.80  0.675
C 3.38 1.82 -0.99  -0.823
C 1.40 4.50 2.62  -0.305
C -4.96 -2.09 -4.09  -0.091
C -2.89 -4.37 0.41  -0.712
C 7.60 -0.64 2.46  -0.434
C 5.78 -0.56 0.89  -0.406
C -2.69 -3.53 -0.68  0.036
C 6.75 -0.17 3.45  -0.648
C -1.89 2.02 4.90  -0.792
C -1.90 2.38 2.14  -0.908
C -1.71 -0.19 -4.38  -0.504
C 7.11 -0.85 1.18  -0.777
C -4.22 0.15 -2.05  -0.989
C -3.77 -2.88 -1.28  0.552
C 1.68 5.85 2.45  -0.846
C -5.25 -3.92 0.32  -0.736
C -5.05 -3.08 -0.76  -0.273
C -5.52 -3.37 -4.13  -0.365
C -3.07 2.34 4.24  -0.511
C -0.71 1.87 4.18  -0.840
H 0.83 3.63 -0.60  0.422
H -5.21 -4.11 -3.40  0.364
H 2.80 1.03 -1.44  0.470
H -6.89 -4.71 -5.09  0.386
H 7.12 -0.02 4.46  0.406
H 1.92 6.46 3.31  0.407
H -0.37 1.01 -5.53  0.384
H -1.88 1.86 5.97  0.464
H -4.00 2.76 2.35  0.399
H 1.52 -0.57 -5.30  0.370
H 1.42 4.08 3.62  0.409
H -4.32 -5.21 1.77  0.380
H -0.94 -3.18 -3.00  0.559
H -1.68 -3.37 -1.02  -0.448
H -2.51 0.54 -4.46  0.122
H 2.05 0.88 3.57  0.398
H 4.81 2.72 1.93  0.381
H -1.90 2.53 1.07  0.507
H -6.25 -4.06 0.72  0.371
H 0.21 1.57 4.69  0.544
H -2.04 -4.84 0.87  0.506
H 1.21 -2.67 -4.02  0.440
H -5.27 0.03 -1.79  0.393
H -6.65 -0.76 -6.73  0.388
H 2.87 2.26 2.79  0.653
H 4.80 4.79 -1.80  0.348
H 1.89 7.45 1.04  0.369
H 4.75 0.40 3.96  0.413
H 5.40 -0.71 -0.12  0.384
H -4.97 -0.17 -5.05  0.192
H -3.70 0.10 0.06  0.361
H -3.99 2.44 4.81  0.369
H -7.63 -3.04 -6.76  0.353
H 1.33 6.03 -0.91  0.399
H 7.76 -1.24 0.40  0.384
H 8.64 -0.86 2.69  0.363
H 5.45 4.66 0.59  0.406
H -3.72 1.72 -0.65  0.549
H -5.90 -2.58 -1.21  0.386
H 3.48 2.95 -2.81  0.417
H -4.18 0.88 -2.86  0.520

Calculated values
Total charge: -2
E_LUMO (spin up / spin down): 3.3211 / 2.4612 eV
2S+1: 2
Energy: -6767.3502 hartree

---

# 2
The following is a DFT calculation (ωB97M-V/def2-TZVPD) of an isolated molecule of C2H7NO in a non-equilibrium geometry.

Each line ends with the Mulliken charge.
Atoms and positions in Å:
O 1.50 -0.79 -0.05  -0.522
N -1.39 -0.75 0.04  -0.582
C -0.64 0.47 -0.31  -0.462
C 0.76 0.40 0.31  -0.426
H -0.42 0.48 -1.35  0.274
H 0.62 0.41 1.35  0.291
H 1.89 -0.60 -0.89  0.314
H -1.80 -0.79 0.98  0.230
H 1.41 1.33 0.13  0.272
H -1.22 1.35 -0.03  0.348
H -0.72 -1.52 -0.17  0.263

Calculated values
Total charge: 0
E_LUMO: 0.9644 eV
Structure (SMILES): NCCO
2S+1: 1
Energy: -210.3676 hartree